Version one
Formula: H20O10
Source: the Open Molecules 2025 dataset
Level of theory: ωB97M-V with the def2-TZVPD basis set

Geometry as ORCA input:
```
! RIJCOSX wB97M-V def2-TZVPD def2/J DEFGRID3
* xyz 0 1
O -2.833 1.915 -0.252
O -4.638 -1.152 -1.600
O -2.111 -1.462 0.378
O -0.693 -0.728 -0.478
O 0.263 3.488 2.376
O 1.519 2.623 -2.044
O 1.196 -0.949 3.467
O 1.623 -2.282 -0.663
O 1.416 -1.871 1.315
O 4.227 0.142 -2.449
H -1.464 -2.007 0.840
H 3.481 -0.456 -2.575
H 2.263 -2.005 -1.328
H -3.492 2.565 -0.521
H -4.732 -1.137 -2.559
H 1.340 -0.954 1.603
H -0.270 2.699 2.526
H -0.311 4.214 2.647
H 4.954 -0.440 -2.202
H 1.809 -3.219 -0.535
H -2.713 1.365 -1.035
H 0.101 -1.074 -0.901
H -0.357 -0.113 0.183
H -1.942 -0.571 0.703
H -4.677 -0.223 -1.346
H 1.218 3.221 -2.737
H 1.848 -0.621 4.097
H 0.801 -0.149 3.101
H 0.532 -2.094 1.004
H 1.856 3.211 -1.358
*
```

Computed properties:
**HOMO level**: -7.7 eV
**SMILES**: O.O.O.O.O.O.O.O.O.O

Version two
Formula: H20O10
Source: the Open Molecules 2025 dataset
Level of theory: ωB97M-V with the def2-TZVPD basis set

Geometry as ORCA input:
```
! RIJCOSX wB97M-V def2-TZVPD def2/J DEFGRID3
* xyz 0 1
O -0.743 0.137 0.405
O -5.096 -0.708 -0.802
O 2.114 2.328 0.497
O -3.883 4.511 0.342
O 2.693 0.338 1.568
O 0.313 -1.026 -0.108
O 1.948 -1.159 3.644
O -2.471 -4.120 0.092
O 2.540 1.162 -3.048
O 2.124 -1.297 -2.813
H 2.856 0.156 2.500
H -3.750 4.310 1.275
H 1.424 -0.388 3.891
H 2.632 -1.483 -3.611
H 2.112 0.900 -2.225
H 3.508 0.754 1.264
H -0.508 0.583 -0.416
H -1.638 -4.118 -0.393
H -2.499 -4.990 0.506
H 2.872 2.916 0.408
H -5.098 -1.649 -0.593
H 2.777 -1.336 -2.105
H -5.630 -0.312 -0.104
H 1.026 -1.093 0.538
H 1.894 -1.736 4.413
H 0.736 -1.240 -0.947
H -2.994 4.670 0.007
H 2.285 1.627 -0.142
H 3.180 0.460 -3.213
H -1.501 0.635 0.734
*
```

Computed properties:
**HOMO level**: -8.0 eV

Version three
Formula: H20O10
Source: the Open Molecules 2025 dataset
Level of theory: ωB97M-V with the def2-TZVPD basis set

Geometry as ORCA input:
```
! RIJCOSX wB97M-V def2-TZVPD def2/J DEFGRID3
* xyz 0 1
O 0.630 -0.011 -2.293
O -1.515 2.796 1.082
O 0.640 -2.395 -0.942
O -2.066 -2.906 0.637
O 0.107 1.495 -4.301
O -2.298 -0.453 1.974
O -0.490 0.254 0.250
O 0.195 -1.456 3.367
O 0.694 2.805 -0.999
O 2.074 -0.368 0.899
H 0.667 -1.993 2.788
H 2.284 -1.085 1.494
H 1.422 0.379 -2.705
H -0.878 2.173 0.646
H -1.672 -0.046 1.350
H 2.245 0.444 1.359
H -0.171 3.119 -1.248
H 1.069 3.519 -0.434
H 0.321 -0.080 0.710
H 1.270 -2.865 -1.489
H 0.197 1.013 -3.467
H 0.768 -1.513 -1.270
H 0.340 -0.684 -2.879
H 0.824 1.241 -4.906
H -1.980 -0.190 2.795
H -1.285 2.655 2.035
H 0.809 -0.791 3.656
H -2.015 -2.101 1.148
H -0.074 0.653 -0.525
H -2.112 -3.610 1.267
*
```

Computed properties:
**HOMO level**: -9.9 eV
**SMILES**: O.O.O.O.O.O.O.O.O.O

Question: which arrangement is favored energetically? Ranking from most to least stable: version three, version two, version one.

Version one
Formula: H20O10
Source: the Open Molecules 2025 dataset
Level of theory: ωB97M-V with the def2-TZVPD basis set

Geometry as ORCA input:
```
! RIJCOSX wB97M-V def2-TZVPD def2/J DEFGRID3
* xyz 0 1
O 0.452 -3.458 0.283
O -0.232 -0.434 -0.494
O 2.220 -2.802 -0.966
O -2.058 1.317 0.406
O 0.012 1.483 -2.717
O 1.945 0.285 1.124
O 0.638 3.035 -0.918
O -3.276 -1.149 -0.240
O 1.000 2.792 1.681
O -1.296 -1.976 1.958
H -1.841 1.301 1.379
H -2.835 -0.328 -0.002
H 0.712 3.231 0.827
H -0.320 -3.533 -0.235
H -1.216 -1.273 2.539
H 1.251 -2.877 -0.489
H 0.057 -2.949 0.909
H 0.047 0.131 -1.356
H 1.011 1.932 1.410
H 1.564 2.912 -1.170
H 2.762 0.122 0.694
H 0.379 2.135 -2.360
H -4.135 -0.736 -0.488
H -1.772 -1.645 1.195
H 1.997 -0.189 1.856
H 2.759 -3.533 -1.028
H -1.232 1.025 0.227
H 0.178 -0.156 0.376
H 0.634 4.062 -1.000
H 0.596 1.275 -3.403
*
```

Computed properties:
**HOMO level**: -9.3 eV

Version two
Formula: H20O10
Source: the Open Molecules 2025 dataset
Level of theory: ωB97M-V with the def2-TZVPD basis set

Geometry as ORCA input:
```
! RIJCOSX wB97M-V def2-TZVPD def2/J DEFGRID3
* xyz 0 1
O 3.128 2.063 0.095
O -1.772 -3.293 0.278
O -3.301 -0.969 -1.673
O 3.198 -0.670 0.290
O -0.786 -0.283 -0.197
O -0.323 -0.220 2.662
O -1.686 2.223 -1.137
O 1.269 0.687 -2.094
O -0.926 3.314 1.576
O 1.028 -2.639 0.636
H -0.928 -0.536 3.353
H -1.823 -4.114 -0.061
H -2.094 -2.460 -0.264
H 1.373 -3.523 1.176
H 0.088 -0.126 -0.734
H -0.477 -0.203 0.720
H 2.501 1.582 -0.455
H -1.676 2.240 -2.065
H -0.893 2.584 0.868
H -4.285 -0.593 -1.330
H -1.222 1.426 -0.849
H -0.553 3.975 1.124
H 0.522 -0.189 3.029
H 1.548 0.056 -2.686
H 1.159 1.524 -2.572
H 0.071 -2.709 0.689
H 3.887 2.095 -0.496
H 3.239 0.289 0.302
H 2.495 -0.899 0.755
H -2.762 -0.633 -0.941
*
```

Computed properties:
**HOMO level**: -10.8 eV
**SMILES**: O.O.O.O.O.O.O.O.O.O

Question: which arrangement is favored energetically? Ranking from most to least stable: version two, version one.

Version one
Formula: C3H7N3S
Source: the Open Molecules 2025 dataset
Level of theory: ωB97M-V with the def2-TZVPD basis set

Geometry as ORCA input:
```
! RIJCOSX wB97M-V def2-TZVPD def2/J DEFGRID3
* xyz 0 1
S -2.737 -0.169 0.039
N -1.074 -0.196 0.005
N 1.640 -0.576 0.325
N 0.805 -1.548 -0.173
C -0.436 -1.461 -0.111
C -0.174 0.924 -0.422
C 1.168 0.882 0.213
H 2.704 -0.772 -0.010
H 0.999 1.336 1.289
H -3.100 -0.399 1.415
H 1.971 1.432 -0.382
H -0.043 0.869 -1.558
H -0.618 1.933 -0.210
H -1.104 -2.254 -0.421
*
```

Computed properties:
**HOMO level**: -8.1 eV
**SMILES**: SN1C=NNCC1

Version two
Formula: C3H7N3S
Source: the Open Molecules 2025 dataset
Level of theory: ωB97M-V with the def2-TZVPD basis set

Geometry as ORCA input:
```
! RIJCOSX wB97M-V def2-TZVPD def2/J DEFGRID3
* xyz 0 1
S -0.809 0.932 1.015
N 0.364 1.550 0.013
N -0.383 -1.513 -0.083
N -2.641 -0.607 0.044
C 1.060 -1.422 -0.247
C 0.806 2.733 0.117
C -1.327 -0.520 0.188
H -2.909 -1.520 -0.114
H 0.421 3.467 0.775
H 1.518 -1.180 -1.280
H 1.408 -0.388 0.528
H -0.621 -2.104 -0.901
H 1.295 -2.480 0.245
H 1.819 3.052 -0.302
*
```

Computed properties:
**HOMO level**: -8.9 eV

Version three
Formula: C3H7N3S
Source: the Open Molecules 2025 dataset
Level of theory: ωB97M-V with the def2-TZVPD basis set

Geometry as ORCA input:
```
! RIJCOSX wB97M-V def2-TZVPD def2/J DEFGRID3
* xyz 0 1
S 2.885 0.206 0.641
N -2.079 0.028 -0.258
N 1.436 1.470 -0.918
N -0.861 0.485 -0.608
C -0.043 -1.459 0.538
C 1.449 0.493 -0.141
C 0.183 -0.285 -0.415
H -2.154 -0.747 0.479
H -2.868 0.829 -0.015
H -0.360 -2.253 0.020
H 0.885 -1.850 1.175
H 2.118 2.244 -0.541
H 0.498 1.997 -1.100
H -1.090 -1.158 1.143
*
```

Computed properties:
**HOMO level**: -8.3 eV
**SMILES**: C/C(=N\N)C(N)=S

Question: which arrangement is favored energetically? Ranking from most to least stable: version one, version two, version three.

Version one
Formula: C3H7N3S
Source: the Open Molecules 2025 dataset
Level of theory: ωB97M-V with the def2-TZVPD basis set

Geometry as ORCA input:
```
! RIJCOSX wB97M-V def2-TZVPD def2/J DEFGRID3
* xyz 0 1
S -2.281 2.148 -2.417
N -1.201 1.019 -1.538
N 0.164 0.386 0.227
N 0.307 -0.966 -0.368
C 1.622 -0.979 1.813
C 1.041 -1.606 0.500
C -0.697 1.188 -0.347
H -0.508 2.289 -0.201
H 1.332 -2.480 0.116
H 1.267 0.171 1.603
H -0.985 0.176 -2.248
H -3.484 1.403 -2.004
H 0.864 -1.313 2.629
H 2.558 -1.436 2.235
*
```

Computed properties:
**HOMO level**: -8.6 eV
**SMILES**: C/C=N\N=C/NS

Version two
Formula: C3H7N3S
Source: the Open Molecules 2025 dataset
Level of theory: ωB97M-V with the def2-TZVPD basis set

Geometry as ORCA input:
```
! RIJCOSX wB97M-V def2-TZVPD def2/J DEFGRID3
* xyz 0 1
S 0.920 2.054 -1.051
N -0.556 -1.161 1.614
N 1.075 1.843 0.659
N -0.273 -0.151 0.690
C -0.582 -0.323 -0.736
C 0.576 0.791 1.192
C 0.517 0.350 -1.547
H 0.820 0.643 2.240
H -0.692 -1.374 -1.010
H 0.257 0.498 -2.592
H -1.522 -1.132 1.871
H 1.422 -0.191 -1.488
H -0.470 -2.080 1.174
H -1.494 0.233 -1.017
*
```

Computed properties:
**HOMO level**: -7.8 eV
**SMILES**: NN1C=NSCC1

Question: which arrangement is favored energetically? Ranking from most to least stable: version two, version one.

Version one
Formula: C2H2O2S2
Source: the Open Molecules 2025 dataset
Level of theory: ωB97M-V with the def2-TZVPD basis set

Geometry as ORCA input:
```
! RIJCOSX wB97M-V def2-TZVPD def2/J DEFGRID3
* xyz 0 1
S 3.282 1.075 -1.059
S -2.057 0.310 -0.910
O 2.722 -1.419 -0.250
O -3.123 0.307 0.068
C -0.645 -0.005 -0.050
C 2.904 -0.356 -0.630
H 0.376 0.051 -0.498
H -0.771 -0.372 0.973
*
```

Computed properties:
**HOMO level**: -9.6 eV

Version two
Formula: C2H2O2S2
Source: the Open Molecules 2025 dataset
Level of theory: ωB97M-V with the def2-TZVPD basis set

Geometry as ORCA input:
```
! RIJCOSX wB97M-V def2-TZVPD def2/J DEFGRID3
* xyz 0 1
S -0.803 1.249 1.588
S 1.121 -0.389 -2.024
O -0.452 -1.276 -0.174
O 1.170 1.808 -0.005
C 0.308 -0.328 -0.607
C 0.352 0.965 0.255
H -0.356 -2.054 -0.707
H -1.340 0.024 1.673
*
```

Computed properties:
**HOMO level**: -9.5 eV
**SMILES**: O=C(S)C(O)=S

Question: which arrangement is favored energetically? Ranking from most to least stable: version two, version one.